The following is a quantum chemistry calculation of an isolated ion of composition C16H25O2Si and charge +1, from the Open Molecules 2025 dataset.

Structure (XYZ):
```
44
Properties=species:S:1:pos:R:3:forces:R:3:lowdin_charge:R:1
C -2.5733 3.4844 0.2503 0.44 1.20 0.18 -0.058
O -2.4575 2.0774 0.4114 0.89 -0.66 -1.21 -0.201
C -1.1990 1.4602 0.5967 2.10 2.31 1.71 -0.207
C -1.2429 0.8338 2.0086 0.26 -0.07 -0.31 -0.155
C -0.1462 0.8736 2.8993 -0.07 -0.50 -0.63 -0.029
C -0.2112 0.1652 4.1006 -0.13 0.12 0.14 -0.074
C -1.3912 -0.4705 4.4810 -0.46 0.03 -0.20 -0.070
C -2.5375 -0.3242 3.7005 -0.21 0.42 -0.51 -0.058
C -2.4718 0.3591 2.4825 0.29 -0.42 -0.28 -0.025
H -3.6642 3.6615 0.1122 0.89 0.01 0.31 0.110
H -2.1812 3.9219 1.2078 -0.57 0.13 -0.96 0.113
H -2.0295 3.9641 -0.6400 -0.60 -1.04 1.19 0.102
H -0.2623 2.0874 0.5131 -1.38 0.35 0.68 0.166
H 0.7572 1.4394 2.6567 -0.19 -0.34 -0.11 0.115
H 0.6437 0.1133 4.7755 -0.15 0.17 -0.29 0.112
H -1.4661 -1.0449 5.4005 0.21 0.16 -0.10 0.112
H -3.5133 -0.7086 3.9994 0.40 -0.01 0.15 0.114
H -3.3518 0.5385 1.8564 0.24 -0.39 0.40 0.124
C 1.9083 -3.2988 0.6167 -0.23 0.04 0.22 -0.146
Si 1.9428 -2.1911 -0.8712 1.37 -1.05 -0.11 0.490
C 3.3420 -0.9577 -0.8343 -0.17 0.28 0.11 -0.148
C 2.0680 -3.2212 -2.4376 -0.37 0.13 -0.06 -0.151
O 0.4994 -1.2664 -0.6957 -1.14 1.85 -1.05 -0.030
C 0.0754 -0.2374 -1.4067 0.34 -1.93 1.54 -0.176
C -0.8139 0.7636 -0.9155 -2.27 -0.74 0.39 -0.089
C -0.8099 1.8689 -1.9849 -1.18 1.09 0.45 -0.151
C 0.0221 1.4055 -3.1726 0.34 -0.55 -0.64 -0.142
C 0.4474 -0.0625 -2.8573 -0.07 0.47 -0.66 -0.074
H 2.9099 -3.6746 0.8744 -0.25 0.16 -0.16 0.052
H 1.5125 -2.7586 1.4879 0.13 -0.15 -0.13 0.040
H 1.2624 -4.1701 0.4437 0.12 0.19 0.04 0.046
H 4.2852 -1.4464 -0.5602 -0.22 0.02 -0.05 0.052
H 3.4981 -0.4704 -1.8021 0.01 -0.06 0.09 0.034
H 3.1471 -0.1734 -0.0924 0.11 -0.10 -0.06 0.043
H 3.0448 -3.7328 -2.4762 -0.27 0.26 0.20 0.056
H 1.2998 -4.0032 -2.4726 0.10 0.14 0.00 0.043
H 1.9854 -2.6284 -3.3557 0.03 -0.10 0.12 0.027
H -1.8566 0.4009 -0.4213 1.65 -0.62 -2.46 0.242
H -1.8476 2.1414 -2.2774 0.71 -0.17 0.16 0.136
H -0.3441 2.8041 -1.5990 -0.40 -0.61 0.12 0.123
H -0.5547 1.4637 -4.1120 0.36 -0.09 0.44 0.125
H 0.9127 2.0391 -3.2966 -0.33 -0.25 0.04 0.122
H 1.5206 -0.2660 -3.0953 -0.85 0.04 0.45 0.121
H -0.1593 -0.7600 -3.4984 0.49 0.29 0.86 0.164
```
Forces are in eV/Å.

Computed properties:
E_HOMO	-0.4458	hartree
DFT total energy	-1064.3530	Ha
net charge	+1
LUMO	-4.329	eV
gap between HOMO and LUMO	7.803	eV


The following is a quantum chemistry calculation of a 4-piece molecular cluster, C2H12N2O3 overall, from the Open Molecules 2025 dataset.

Structure (XYZ):
```
19
Properties=species:S:1:pos:R:3:forces:R:3:lowdin_charge:R:1
C 2.7948 0.1200 2.1951 0.26 -0.52 2.15 -0.174
N 1.4123 0.1768 1.6712 1.61 0.72 -0.12 -0.057
C 0.6485 -0.8173 1.7238 -1.13 -2.62 0.36 -0.294
N 0.9754 -2.1688 2.1599 3.29 4.99 -1.26 0.091
H 3.4761 0.9996 2.0220 -1.79 0.23 0.74 0.070
H 3.5458 -0.5323 1.7721 -0.57 -1.51 -0.75 0.040
H 2.7424 -0.2413 3.3323 0.32 1.23 -2.16 0.114
H -0.4379 -0.6774 1.3831 1.61 -0.44 0.60 0.124
H 1.9571 -2.3849 2.3455 -0.73 0.35 -0.12 0.076
H 0.3785 -2.8661 2.3492 -2.90 -2.43 0.53 0.013
O -2.4486 -0.9658 -1.9140 2.77 1.17 -1.52 -0.165
H -1.9306 -0.9898 -2.8352 -1.40 0.23 3.33 0.106
H -1.9836 -0.2894 -1.2838 -1.24 -1.84 -2.05 0.062
O -3.4763 1.4131 -1.3585 -2.84 -5.18 -1.29 -0.013
H -3.3887 1.1272 -2.2966 -0.39 -0.12 1.06 0.061
H -3.0207 2.1567 -1.3458 3.13 5.77 0.42 -0.053
O -0.5772 1.9289 -3.6813 -2.36 -2.25 2.20 -0.067
H 0.1538 2.4613 -3.4802 1.76 1.31 0.29 -0.004
H -0.8212 1.5494 -2.7588 0.59 0.90 -2.42 0.069
```
Forces are in eV/Å.

Computed properties:
E_HOMO	-0.3451	hartree
DFT total energy	-418.5413	Ha
LUMO	0.300	eV
gap between HOMO and LUMO	9.691	eV


The following is a quantum chemistry calculation of a 9-piece molecular cluster, C26H22BrCl32N5 overall, from the Open Molecules 2025 dataset.

Structure (XYZ):
```
86
Properties=species:S:1:pos:R:3:forces:R:3:lowdin_charge:R:1
H -3.9735 3.3715 6.1620 -1.11 0.13 -1.00 0.034
N -4.7784 3.4007 5.4722 2.39 2.09 -4.30 0.050
C -4.3008 3.9400 4.2905 -0.98 -1.14 4.31 -0.397
N -2.8339 4.3104 4.2519 -2.44 0.83 -0.99 0.036
N -5.2563 4.0809 3.0875 2.32 -1.04 1.66 -0.036
C -4.9898 2.8360 2.2668 1.09 -0.83 -0.90 -0.257
C -5.8777 2.7067 0.8944 -0.10 0.76 -0.07 -0.192
C -6.4648 1.1870 0.6511 0.38 0.47 0.57 -0.208
C -6.0695 0.5411 -0.8186 -0.35 -1.39 0.75 -0.174
C -4.7788 -0.4980 -0.5985 2.72 0.39 1.19 -0.053
C -3.4738 0.1684 0.1806 -0.69 -4.63 -1.74 0.049
C -2.1409 -0.7681 0.4995 -3.16 -2.01 -2.11 -0.162
C -0.9127 -0.0528 1.3168 -0.31 -0.20 -0.04 -0.256
C 0.5657 -0.2024 0.6242 0.10 2.14 1.10 -0.637
C 1.5766 0.8403 1.4536 0.40 -0.84 0.54 -0.208
Br 1.3741 -2.0475 0.9403 -0.79 1.28 -0.47 0.577
C -2.2048 -2.3290 -0.0020 -1.72 2.81 -0.06 -0.032
C -3.5142 -2.9936 -0.7917 -0.14 0.52 0.05 -0.122
N -3.4085 -4.4361 -1.1980 -5.39 2.40 -1.33 0.074
C -4.6601 -4.9405 -1.8577 0.64 1.58 0.88 -0.183
C -4.7128 -6.5421 -2.3199 0.14 -7.02 -3.66 -0.049
C -4.7449 -7.8475 -2.8975 0.83 8.81 4.50 0.050
C -5.9663 -3.9995 -2.0973 1.09 1.40 0.78 -0.041
N -6.1037 -2.5420 -1.7541 5.53 -5.21 0.93 0.051
C -4.8319 -2.0903 -1.0943 0.66 1.32 0.77 -0.106
H -2.6237 5.0025 3.4883 -0.35 -0.94 1.20 0.084
H -2.4994 4.6660 5.1883 -0.82 -0.57 -1.61 0.089
H -6.2401 4.1287 3.4429 1.38 -0.46 -0.08 0.113
H -5.0754 1.8789 2.9405 -0.06 1.64 -1.34 0.120
H -3.8434 2.8966 1.9396 -2.39 -0.10 0.84 0.112
H -6.7375 3.5305 0.9710 1.68 -1.95 -0.22 0.118
H -5.2329 3.0300 -0.0480 -1.24 -0.66 2.06 0.111
H -7.6233 1.2318 0.8491 2.27 -0.31 -0.67 0.113
H -5.9838 0.4975 1.4774 -1.11 1.31 -1.69 0.105
H -5.8167 1.3489 -1.6298 -0.46 -1.58 1.65 0.114
H -7.0246 -0.0911 -1.1521 2.38 1.31 0.43 0.109
H -3.4601 1.2896 0.5176 -0.21 -2.44 -0.81 0.076
H -0.8615 -0.4474 2.4419 -0.05 0.75 -2.66 0.070
H -1.1602 1.1104 1.4216 0.52 -2.49 -0.51 0.128
H 0.5704 0.0694 -0.5231 -0.05 -0.94 2.38 0.117
H 1.5067 0.6347 2.6254 -0.06 0.27 -2.55 0.094
H 1.2937 1.9668 1.3013 0.57 -2.19 -0.03 0.085
H 2.7105 0.6048 1.1715 -2.64 0.75 0.44 0.032
H -1.2938 -3.0390 0.2060 -2.01 1.53 -0.55 0.053
H -4.5650 -9.0014 -3.1384 -0.61 3.32 0.73 0.062
H -6.9166 -4.5201 -2.5985 2.38 1.38 1.23 0.121
Cl -0.9915 -2.8638 5.6975 -0.39 0.22 -0.25 0.479
C -2.3836 -2.3357 4.7189 0.12 -0.14 0.00 -1.973
Cl -2.6834 -0.6019 4.9999 0.04 -0.32 -0.11 0.514
Cl -2.0331 -2.6058 2.9931 -0.38 -0.21 0.84 0.586
Cl -3.8265 -3.2710 5.1855 0.34 0.22 -0.09 0.521
Cl 3.8238 1.8981 -1.1956 0.31 0.07 0.15 0.504
C 5.4104 2.1320 -0.4194 0.09 0.15 -0.03 -1.983
Cl 5.1908 2.3058 1.3402 0.07 -0.05 -0.42 0.535
Cl 6.4480 0.7224 -0.7521 -0.24 0.25 0.17 0.499
Cl 6.1788 3.6019 -1.0700 -0.22 -0.40 0.32 0.466
Cl 4.4489 -3.9258 -4.2258 -0.32 0.16 0.35 0.484
C 3.4554 -3.3631 -2.8580 -0.04 -0.02 0.04 -2.005
Cl 1.7364 -3.6816 -3.2020 0.43 0.09 0.10 0.511
Cl 3.9358 -4.2313 -1.3782 -0.11 0.21 -0.35 0.504
Cl 3.7004 -1.6136 -2.6262 -0.03 -0.35 -0.04 0.480
Cl 5.7074 7.4856 -4.9481 -0.02 0.00 0.42 0.511
C 5.5268 7.1885 -3.2006 -0.19 0.04 0.06 -1.996
Cl 4.2423 5.9831 -2.9329 0.19 0.53 0.11 0.486
Cl 7.0638 6.5753 -2.5404 -0.40 0.18 -0.27 0.464
Cl 5.0934 8.7101 -2.3812 0.13 -0.38 -0.21 0.527
Cl 1.3131 -7.4102 7.9743 -0.24 0.37 -0.03 0.513
C 0.2873 -5.9578 7.8620 -0.11 -0.07 -0.02 -2.007
Cl 1.2737 -4.5741 7.3264 -0.12 -0.35 0.17 0.490
Cl -1.0215 -6.2443 6.6875 0.35 0.01 0.33 0.500
Cl -0.4161 -5.6025 9.4600 0.18 -0.07 -0.40 0.512
Cl 2.7976 -4.4784 -8.0423 0.42 -0.14 -0.10 0.510
C 4.4075 -5.0663 -8.5294 -0.08 -0.01 -0.02 -2.009
Cl 4.3397 -6.8257 -8.8022 0.03 0.44 0.07 0.512
Cl 4.9079 -4.2510 -10.0324 -0.11 -0.20 0.38 0.511
Cl 5.5848 -4.7102 -7.2403 -0.19 -0.10 -0.39 0.486
Cl 6.6067 1.9169 -6.7019 -0.24 0.12 0.31 0.522
C 5.6132 2.4797 -5.3341 0.08 -0.02 0.02 -1.978
Cl 3.8942 2.1612 -5.6781 0.39 0.08 0.11 0.519
Cl 6.0936 1.6115 -3.8543 -0.09 0.15 -0.60 0.481
Cl 5.8582 4.2292 -5.1023 0.06 -0.70 -0.29 0.480
Cl 12.0549 4.7842 -0.0548 -0.43 -0.10 0.07 0.517
C 10.3548 4.3462 0.2496 0.06 -0.09 0.03 -2.002
Cl 10.0127 4.4705 1.9937 0.06 -0.02 -0.45 0.516
Cl 9.2862 5.4555 -0.6459 0.35 -0.25 0.32 0.468
Cl 10.0657 2.6745 -0.2947 0.03 0.43 0.13 0.508
```
Forces are in eV/Å.

Computed properties:
E_HOMO	-0.3043	hartree
DFT total energy	-18577.0658	Ha
LUMO	-1.499	eV
gap between HOMO and LUMO	6.781	eV


The following is a quantum chemistry calculation of a 2-piece molecular cluster, C5H13NO2 overall, from the Open Molecules 2025 dataset.

Structure (XYZ):
```
21
Properties=species:S:1:pos:R:3:forces:R:3:lowdin_charge:R:1
C 0.6844 -2.0748 0.8500 -4.23 1.05 0.35 -0.102
C 0.7302 -0.6312 1.1064 1.16 3.20 4.30 -0.288
C -0.6278 0.0194 0.8290 -0.20 1.78 1.35 -0.180
C -0.7936 0.5912 -0.6124 -1.84 1.23 0.49 -0.321
N -1.0669 2.0660 -0.6455 -1.57 0.37 0.50 0.008
C -2.0808 0.0848 -1.3821 3.68 1.42 -0.52 -0.254
O -3.0408 -0.2275 -0.8077 -3.20 -1.26 1.80 0.084
H 1.5367 -2.3483 0.5011 5.26 -2.22 -3.15 0.008
H 0.5296 -2.7719 1.6434 -0.59 0.15 1.13 0.085
H -0.1666 -2.1254 0.1772 0.33 -1.17 -0.61 0.087
H 1.6024 0.0646 0.7825 -1.61 -1.79 -0.33 0.108
H 0.9789 -0.4981 2.2497 -0.86 -0.15 -1.64 0.132
H -1.4621 -0.6659 1.1283 0.67 0.47 -0.47 0.118
H -0.7164 0.9105 1.5732 -0.05 -1.31 -1.44 0.132
H 0.0498 0.4724 -1.2517 0.89 -0.42 -0.23 0.102
H -1.9716 2.3186 -0.1491 1.65 -0.65 -0.75 0.101
H -0.3483 2.7197 -0.3175 -0.09 -0.91 -0.14 0.075
H -2.0848 0.1666 -2.4773 0.34 0.05 -0.32 0.119
O 2.6225 0.9732 -1.0942 -1.84 4.97 -5.14 0.046
H 2.7856 0.5848 -0.3463 1.54 -3.36 6.59 -0.085
H 2.8397 0.3714 -1.7570 0.56 -1.45 -1.79 0.026
```
Forces are in eV/Å.

Computed properties:
E_HOMO	-0.3351	hartree
DFT total energy	-403.4442	Ha
LUMO	0.725	eV
gap between HOMO and LUMO	9.844	eV


The following is a quantum chemistry calculation of an isolated ion of composition C6H6N3O2 and charge -1, from the Open Molecules 2025 dataset.

Structure (XYZ):
```
17
Properties=species:S:1:pos:R:3:forces:R:3:lowdin_charge:R:1
C -0.7169 -1.3872 -0.1618 -3.66 1.93 -2.85 -0.070
C -0.3232 0.0520 0.0459 -4.22 -0.24 -0.68 -0.288
C 0.9702 0.2476 0.2301 5.77 0.69 1.06 -0.116
C 1.5965 1.5148 0.3153 0.22 -0.33 -0.70 -0.217
N 0.9426 2.6511 0.0440 -1.64 -0.03 0.46 -0.046
C -0.3600 2.6028 -0.0832 -2.30 -3.18 -0.14 -0.067
C -1.2496 1.1549 -0.0681 5.09 2.94 0.85 -0.138
N -2.5417 1.2433 -0.2310 0.38 2.35 -1.40 0.075
N -3.3981 0.3445 0.0866 -0.15 -1.14 0.82 -0.551
O -3.2437 -0.4307 1.0154 1.35 -1.25 1.96 -0.031
O -4.4449 0.3179 -0.4991 -2.53 0.51 -2.02 -0.020
H 0.1103 -1.9630 -0.3694 1.88 -1.59 0.42 0.020
H -1.4855 -1.7117 0.5353 0.33 -0.43 0.14 0.055
H -1.2424 -1.4245 -1.2323 0.55 0.07 2.04 0.125
H 1.6289 -0.7062 0.3061 -0.98 1.85 0.00 0.126
H 2.6350 1.8184 0.4538 0.19 -1.43 0.14 0.073
H -0.8525 3.5734 -0.2402 -0.28 -0.71 -0.09 0.071
```
Forces are in eV/Å.

Computed properties:
E_HOMO	-0.1281	hartree
DFT total energy	-546.8634	Ha
net charge	-1
LUMO	3.815	eV
gap between HOMO and LUMO	7.301	eV


The following is a quantum chemistry calculation of one molecule with the formula C2H3N3S2, from the Open Molecules 2025 dataset.

Structure (XYZ):
```
10
Properties=species:S:1:pos:R:3:forces:R:3:lowdin_charge:R:1
S -1.3207 1.0429 1.7597 0.32 -0.18 -0.06 0.797
C -0.2891 -0.0902 0.9030 0.44 -0.83 0.53 -0.796
N 0.3119 -1.1144 1.4815 -0.10 0.70 -1.12 0.006
N 1.1105 -1.7188 0.5169 -0.21 0.72 -1.05 0.008
C 0.9568 -1.0458 -0.6126 0.37 -0.63 0.08 -0.226
N 0.0951 -0.0008 -0.4168 -0.39 -0.17 0.02 -0.490
S -0.4458 1.0971 -1.6079 0.16 -0.34 0.38 0.835
H -2.2602 1.0524 0.8169 -0.25 0.09 -0.14 -0.150
H 1.3967 -1.2145 -1.6376 -0.46 -0.03 1.61 0.133
H 0.4448 1.9920 -1.2032 0.12 0.67 -0.24 -0.115
```
Forces are in eV/Å.

Computed properties:
E_HOMO	-0.3451	hartree
DFT total energy	-1038.6098	Ha
LUMO	0.263	eV
gap between HOMO and LUMO	9.655	eV


The following is a quantum chemistry calculation of a 2-piece molecular cluster, C6H12O overall, from the Open Molecules 2025 dataset.

Structure (XYZ):
```
19
Properties=species:S:1:pos:R:3:forces:R:3:lowdin_charge:R:1
C 0.2391 -2.6596 0.4923 0.05 0.09 0.02 0.041
C 0.8164 -1.4658 0.3688 -0.02 -0.32 -0.17 -0.479
C 1.5570 -1.0012 -0.8534 0.00 0.04 -0.05 -0.038
O 0.8030 -0.5906 1.4195 0.00 0.10 -0.08 0.008
H 0.2932 -3.3847 -0.3114 0.01 0.13 0.11 0.055
H -0.2752 -2.9325 1.4077 0.07 0.04 -0.11 0.061
H 1.1254 -0.0693 -1.2396 0.04 -0.15 0.07 0.060
H 1.5188 -1.7498 -1.6476 -0.01 0.08 0.15 0.081
H 2.6071 -0.7987 -0.6107 -0.14 -0.03 0.00 0.090
H 0.8861 0.3111 1.0754 -0.02 -0.10 0.06 0.059
C 0.1249 2.3215 -0.1250 -0.15 -0.03 0.06 -0.037
C -0.9567 1.8170 0.4687 0.13 0.14 -0.09 -0.249
C -2.0079 0.9896 -0.2101 0.02 -0.03 -0.04 -0.102
H 0.8449 2.9305 0.4159 -0.13 -0.07 -0.05 0.060
H 0.3177 2.1571 -1.1844 -0.05 0.03 0.16 0.060
H -1.1160 2.0146 1.5296 0.04 -0.01 -0.15 0.104
H -2.9550 1.5414 -0.2578 0.13 -0.09 0.03 0.076
H -1.7158 0.7254 -1.2318 -0.03 0.06 0.14 0.075
H -2.1959 0.0645 0.3459 0.05 0.13 -0.07 0.076
```
Forces are in eV/Å.

Computed properties:
E_HOMO	-0.3180	hartree
DFT total energy	-311.0031	Ha
LUMO	0.986	eV
gap between HOMO and LUMO	9.640	eV


The following is a quantum chemistry calculation of one molecule with the formula C4H7N3O, from the Open Molecules 2025 dataset.

Structure (XYZ):
```
15
Properties=species:S:1:pos:R:3:forces:R:3:lowdin_charge:R:1
C -1.3090 0.9342 0.4159 -0.13 0.35 1.39 -0.119
N -0.2566 1.6703 0.2899 -1.13 -1.23 -0.03 0.033
N 0.6963 1.0994 -0.6328 -0.53 0.78 0.12 -0.086
C 1.6894 0.3052 0.0787 0.98 0.48 -0.75 -0.218
C 1.2504 -1.1242 0.0146 1.27 -0.77 0.61 -0.228
O -0.0257 -1.2083 0.6257 0.39 -0.76 -0.10 -0.165
N -0.9967 -1.3289 -0.3930 0.44 -1.29 0.28 0.066
C -1.6811 -0.2937 -0.3855 -0.07 2.17 0.04 -0.127
H -1.9984 1.1375 1.3055 0.84 0.30 -1.52 0.129
H 1.2341 1.8576 -1.0066 -0.32 0.77 -0.09 0.091
H 2.6050 0.4980 -0.5626 -0.57 -0.69 1.11 0.136
H 1.8748 0.6329 1.1430 -0.22 -0.19 -1.04 0.133
H 1.9793 -1.7146 0.6001 -0.49 -0.14 -0.13 0.121
H 1.2207 -1.5251 -1.0084 -0.08 0.25 0.29 0.124
H -2.5094 -0.2343 -1.0677 -0.37 -0.04 -0.17 0.109
```
Forces are in eV/Å.

Computed properties:
E_HOMO	-0.3294	hartree
DFT total energy	-395.9774	Ha
LUMO	0.902	eV
gap between HOMO and LUMO	9.866	eV


Per-record energy relative to the best compared isomer or geometry (same formula, charge and spin), kJ/mol: 200.2; 256.5; 1743.9; 347.7; 513.5; 73.1; 147.5; 448.9